No. 1
C3H3Cl2F | wB97M-V/def2-TZVPD

- LUMO (eV) = 0.59
- SMILES string = C#CC(Cl)Cl.F

Element x y z (Å)
C 0.595 0.095 0.419
C -0.497 0.053 0.013
C -1.859 0.101 -0.507
Cl -2.805 1.118 0.635
Cl -2.650 -1.585 -0.473
H 1.552 0.099 1.015
H -1.692 0.417 -1.612
F 0.137 2.558 -0.871
H 0.429 2.311 -0.173

Atomic partial charges in e from the Löwdin method, atoms 1 to 2: 0.09 -0.32

***

No. 2
C18H25F6HfN2O4PSSb | wB97M-V/def2-TZVPD

- LUMO (eV) = -12.75
- net charge = +3

Element x y z (Å)
C 2.408 -2.593 0.824
C 1.170 -2.613 -0.053
C -0.047 -1.999 0.669
F 0.283 -1.728 1.972
Sb -0.727 -0.040 -0.354
C 1.020 1.084 0.533
C 2.265 0.908 -0.281
C 3.259 2.084 -0.104
C 4.618 1.554 0.322
S 5.339 0.688 -1.094
C 6.662 -0.062 -0.280
N 7.898 0.071 -0.541
N 8.581 -0.747 0.346
C 7.701 -1.290 1.072
O 6.439 -0.931 0.746
C -1.288 1.804 -1.458
P -2.090 3.150 -0.529
O -3.524 3.147 -0.803
O -1.648 2.973 0.976
O -1.249 4.404 -0.959
C -2.515 -1.167 -1.523
F -1.977 -2.376 -1.592
F -2.415 -0.622 -2.704
C -3.793 -1.085 -0.798
C -4.670 -2.169 -0.992
C -5.924 -2.107 -0.431
C -6.302 -1.024 0.348
C -5.405 0.023 0.569
C -5.794 1.174 1.465
F -6.708 1.962 0.888
F -6.286 0.721 2.629
F -4.701 1.942 1.766
C -4.166 0.000 -0.018
H 3.383 -2.908 0.313
H 2.317 -3.281 1.667
H 2.653 -1.619 1.228
H 0.897 -3.682 -0.281
H 1.341 -2.114 -1.042
H -0.871 -2.708 0.690
H 0.287 -0.605 -1.666
H -1.643 0.249 1.062
H 0.657 2.105 0.529
H 1.089 0.756 1.565
H 2.038 0.820 -1.339
H 2.783 -0.008 -0.006
H 3.307 2.607 -1.053
H 2.923 2.802 0.639
H 4.502 0.852 1.142
H 5.267 2.351 0.667
H 7.844 -1.973 1.887
H -0.339 2.154 -1.855
H -1.931 1.562 -2.294
H -2.404 2.742 1.537
H -1.690 4.853 -1.699
H -4.394 -3.010 -1.605
H -6.610 -2.918 -0.607
H -7.282 -0.999 0.797
H -3.516 0.836 0.136
Hf 2.979 -3.996 -1.022

Atomic partial charges in e from the Löwdin method, atoms 1 to 2: -0.17 -0.40

***

No. 3
C42H72Br17FN5O2S2 | wB97M-V/def2-TZVPD

- LUMO (eV) = -4.55
- net charge = +1

Element x y z (Å)
C -0.606 -2.120 4.394
C -1.611 -3.407 4.143
C -2.709 -2.956 3.011
C -2.270 -3.535 1.541
N -2.156 -2.394 0.556
C -3.414 -2.177 -0.251
C -4.485 -0.928 0.055
C -4.097 0.120 1.284
C -5.207 0.080 2.490
F -4.127 1.493 0.658
N -5.746 -0.691 -0.690
N -6.048 -1.525 -1.722
C -7.393 -1.186 -2.411
C -7.197 -0.071 -3.628
C -7.581 1.466 -3.097
C -6.237 2.325 -2.633
O -6.394 2.882 -1.259
C -5.644 4.140 -1.104
C -6.090 5.287 0.028
O -4.523 4.464 -1.808
C -5.316 -2.706 -2.305
C -5.761 -3.622 -3.590
Br -6.322 -5.492 -2.994
C -4.601 -3.682 -4.795
C -4.298 -5.202 -5.329
C -3.890 -3.126 -1.544
C -2.929 -4.383 -1.935
C -1.581 -3.990 -2.805
C -0.175 -4.103 -1.964
S 0.702 -2.423 -2.214
C 2.243 -2.314 -1.156
S 2.656 -3.498 -0.004
N 3.159 -1.089 -1.355
C 2.890 0.379 -1.074
C 4.259 1.240 -1.442
N 5.308 0.285 -1.969
C 4.591 -1.058 -1.900
H -1.203 -1.104 4.496
H 0.048 -2.018 3.411
H 0.135 -2.324 5.282
H -2.152 -3.668 5.149
H -1.038 -4.358 3.757
H -2.774 -1.783 2.924
H -3.801 -3.319 3.325
H -1.286 -4.206 1.585
H -3.138 -4.273 1.198
H -1.292 -2.437 -0.027
H -2.989 -0.050 1.618
H -4.681 -0.355 3.441
H -5.626 1.171 2.617
H -6.096 -0.614 2.099
H -8.079 -0.640 -1.604
H -7.983 -2.141 -2.740
H -7.957 -0.270 -4.526
H -6.098 -0.001 -4.028
H -8.148 2.085 -3.945
H -8.300 1.457 -2.171
H -6.143 3.205 -3.422
H -5.296 1.627 -2.599
H -7.224 5.199 0.331
H -5.940 6.390 -0.402
H -5.412 5.242 0.997
H -6.729 -3.220 -4.163
H -3.646 -3.083 -4.445
H -5.014 -3.079 -5.739
H -3.540 -5.129 -6.248
H -3.839 -5.929 -4.535
H -5.307 -5.613 -5.803
H -3.442 -5.270 -2.496
H -2.520 -4.840 -0.910
H -1.712 -2.948 -3.330
H -1.497 -4.785 -3.692
H 0.490 -5.000 -2.312
H -0.384 -4.268 -0.805
H 1.903 0.862 -0.660
H 4.491 2.385 -1.352
H 5.033 -2.094 -2.228
Br 9.233 -1.039 0.388
C 8.107 -0.295 1.796
C 6.645 -0.569 1.529
Br 5.943 0.624 0.155
H 8.344 0.770 1.865
H 8.432 -0.795 2.713
H 6.045 -0.360 2.419
H 6.449 -1.592 1.196
Br -1.091 1.482 4.011
C -2.510 2.781 3.691
C -2.556 3.822 4.785
Br -3.387 3.112 6.400
H -3.442 2.217 3.589
H -2.262 3.241 2.730
H -3.186 4.665 4.488
H -1.568 4.195 5.071
Br -5.197 2.346 -6.582
C -3.553 3.395 -6.552
C -3.537 4.355 -5.386
Br -4.675 5.901 -5.729
H -3.473 3.890 -7.524
H -2.749 2.659 -6.458
H -2.535 4.767 -5.239
H -3.882 3.906 -4.450
Br 12.008 1.630 5.884
C 11.119 2.167 4.232
C 9.717 2.661 4.502
Br 8.496 1.177 4.833
H 11.154 1.307 3.557
H 11.740 2.969 3.823
H 9.313 3.170 3.622
H 9.651 3.329 5.365
Br -1.297 1.818 -8.665
C 0.347 2.867 -8.635
C 0.363 3.827 -7.469
Br -0.775 5.374 -7.813
H 0.427 3.363 -9.607
H 1.151 2.132 -8.541
H 1.365 4.239 -7.322
H 0.018 3.379 -6.533
Br 6.131 -4.389 2.355
C 7.980 -4.831 2.792
C 8.855 -4.803 1.560
Br 8.591 -6.399 0.470
H 7.966 -5.804 3.292
H 8.294 -4.065 3.506
H 9.913 -4.822 1.838
H 8.669 -3.941 0.915
Br 13.569 4.147 2.999
C 13.196 5.319 1.485
C 11.940 6.126 1.714
Br 10.343 5.040 1.437
H 13.149 4.686 0.595
H 14.068 5.975 1.413
H 11.863 6.935 0.983
H 11.870 6.545 2.722
Br -0.524 0.692 8.320
C -2.342 0.497 9.000
C -2.806 -0.938 8.918
Br -3.295 -1.419 7.092
H -2.971 1.190 8.433
H -2.293 0.828 10.041
H -3.719 -1.083 9.503
H -2.051 -1.658 9.246

Atomic partial charges in e from the Löwdin method, atoms 1 to 2: -0.16 -0.25

***

No. 4
C25H47BCl22O7P | wB97M-V/def2-TZVPD

- LUMO (eV) = 1.49
- net charge = -1

Element x y z (Å)
C -3.498 2.328 1.730
C -3.545 0.737 1.313
O -2.519 0.047 2.122
C -3.004 0.656 -0.265
O -1.535 0.744 -0.187
C -0.923 0.987 -1.504
B -1.243 -0.021 -2.765
O -2.038 -1.269 -2.709
O -0.646 0.316 -4.100
O 0.511 0.671 -1.224
P 1.679 1.910 -1.694
C 2.073 2.466 0.090
C 1.292 3.820 0.586
C 1.914 4.409 2.022
C 1.735 3.264 3.228
C 2.807 2.006 3.377
C 2.709 0.802 4.486
C 1.461 0.821 5.550
C 0.370 2.074 5.444
C 0.485 3.287 4.300
O 0.495 3.141 -2.081
C -0.869 2.589 -1.914
O -1.750 3.059 -2.995
H -3.075 2.441 2.825
H -4.568 2.799 1.582
H -2.734 2.845 0.974
H -4.624 0.259 1.408
H -2.311 -0.867 1.762
H -3.407 -0.368 -0.678
H -3.520 1.533 -0.845
H -1.677 -1.854 -1.980
H 0.107 -0.356 -4.247
H 2.866 2.685 -2.052
H 2.641 0.842 -1.396
H 1.753 1.356 -3.042
H 1.763 1.567 0.806
H 3.230 2.651 0.300
H 0.171 3.529 0.845
H 1.379 4.708 -0.181
H 1.244 5.316 2.345
H 3.016 4.793 1.917
H 3.691 2.005 2.577
H 3.536 -0.057 4.450
H 1.400 -0.051 6.331
H -0.524 2.061 6.201
H -0.343 4.122 4.272
H -1.294 3.182 -0.979
H -2.438 3.718 -2.662
C 0.666 -2.734 -6.160
Cl 1.275 -2.359 -4.543
Cl 1.843 -2.292 -7.402
H 0.466 -3.807 -6.224
H -0.258 -2.176 -6.330
C -1.992 -5.606 -5.567
Cl -0.280 -5.886 -5.908
Cl -2.559 -4.118 -6.335
H -2.574 -6.448 -5.951
H -2.131 -5.524 -4.487
C 2.240 -0.399 9.550
Cl 0.782 -1.029 8.775
Cl 3.263 0.451 8.385
H 1.950 0.295 10.342
H 2.804 -1.232 9.977
C 1.836 5.190 7.329
Cl 1.107 4.699 8.863
Cl 1.714 3.901 6.126
H 1.316 6.076 6.955
H 2.891 5.424 7.494
C -1.239 -2.375 11.413
Cl -1.956 -1.731 12.895
Cl 0.296 -3.185 11.747
H -1.931 -3.093 10.966
H -1.063 -1.551 10.716
C 0.300 -4.228 -10.596
Cl -0.429 -4.719 -9.062
Cl 0.178 -5.518 -11.800
H -0.220 -3.343 -10.970
H 1.354 -3.995 -10.431
C 4.327 -3.618 -9.829
Cl 3.648 -5.233 -10.060
Cl 3.354 -2.395 -10.656
H 4.350 -3.391 -8.760
H 5.342 -3.597 -10.232
C -2.548 5.849 9.212
Cl -2.042 7.539 9.332
Cl -1.959 5.115 7.715
H -2.144 5.296 10.063
H -3.640 5.803 9.225
C -3.305 -0.592 -5.920
Cl -3.183 0.462 -7.333
Cl -4.917 -0.508 -5.200
H -3.105 -1.622 -6.225
H -2.567 -0.278 -5.177
C 0.669 -5.762 9.214
Cl -0.010 -7.378 8.982
Cl -0.303 -4.539 8.386
H 0.692 -5.535 10.282
H 1.685 -5.742 8.810
C 0.621 -3.313 -15.016
Cl 1.230 -2.937 -13.399
Cl 1.798 -2.871 -16.258
H 0.421 -4.386 -15.080
H -0.303 -2.755 -15.186

Atomic partial charges in e from the Löwdin method, atoms 1 to 2: -0.07 -0.33

***

No. 5
C28H19ClF3MnN7O2 | wB97M-V/def2-TZVPD

- ⟨S²⟩ = 8.885
- LUMO (spin up / spin down) (eV) = 4.34 / 4.34
- spin multiplicity = 6
- net charge = -2

Element x y z (Å)
Mn 1.009 1.174 -1.173
C 3.937 4.454 -1.082
C 4.400 4.566 0.241
C 3.821 3.810 1.213
C 2.737 2.928 0.908
N 2.326 2.813 -0.380
C 2.930 3.555 -1.328
N 2.199 2.281 1.945
C 1.104 1.520 1.881
N 0.304 1.180 0.817
C -0.795 0.485 1.289
N -1.880 0.009 0.688
C -2.179 0.119 -0.617
C -3.399 -0.493 -1.028
C -3.794 -0.444 -2.334
C -2.989 0.227 -3.265
C -1.826 0.805 -2.801
N -1.415 0.768 -1.528
C -0.657 0.338 2.719
C -1.461 -0.282 3.677
C -1.056 -0.244 4.995
C 0.137 0.417 5.368
C 0.931 1.033 4.424
C 0.531 0.981 3.086
H 4.366 5.021 -1.896
H 5.212 5.241 0.488
H 4.138 3.851 2.247
H 2.576 3.383 -2.335
H -3.982 -0.991 -0.264
H -4.719 -0.921 -2.643
H -3.251 0.296 -4.311
H -1.157 1.321 -3.477
H -2.373 -0.780 3.373
H -1.658 -0.724 5.759
H 0.429 0.434 6.412
H 1.845 1.546 4.695
N -0.530 3.461 -0.713
N -0.695 4.036 -1.970
C 0.097 3.556 -3.031
O 0.158 4.272 -4.034
O 0.643 2.420 -2.868
H -1.401 3.150 -0.306
H 0.028 4.010 -0.071
H -0.871 5.030 -2.030
Cl 2.941 0.484 -2.243
F -0.515 -7.962 0.843
C -1.113 -7.383 -0.229
F -2.439 -7.551 -0.054
F -0.773 -8.163 -1.288
C -0.716 -5.954 -0.412
C -1.657 -4.933 -0.389
C -1.258 -3.618 -0.560
C 0.089 -3.300 -0.755
C 1.028 -4.343 -0.772
C 0.631 -5.653 -0.603
C 0.492 -1.944 -0.924
C 0.770 -0.768 -1.043
H -2.702 -5.164 -0.236
H -1.981 -2.813 -0.535
H 2.070 -4.093 -0.921
H 1.365 -6.449 -0.619

Atomic partial charges in e from the Löwdin method, atoms 1 to 2: 0.61 -0.10

***

No. 6
C6H10 | wB97M-V/def2-TZVPD

- LUMO (eV) = 1.24
- SMILES string = C=CCCC=C

Element x y z (Å)
C 2.159 0.024 -0.771
C 0.938 0.562 -1.153
C 0.003 1.322 -0.240
C -1.223 0.459 0.125
C -0.982 -0.506 1.284
C -0.899 -1.849 0.846
H 2.669 0.187 0.211
H 2.727 -0.614 -1.442
H 0.546 0.525 -2.373
H -0.448 2.132 -0.842
H 0.581 1.739 0.633
H -2.058 1.163 0.388
H -1.456 -0.184 -0.829
H -0.979 -0.151 2.511
H -0.704 -2.677 1.601
H -0.863 -2.180 -0.409

Atomic partial charges in e from the Löwdin method, atoms 1 to 2: -0.02 -0.21

***

No. 7
C4H10N2O2 | wB97M-V/def2-TZVPD

- LUMO (eV) = 0.72
- SMILES string = CC(N)=O.CC(N)=O

Element x y z (Å)
C -0.349 -0.914 -0.828
C -0.396 -0.044 -2.094
N 0.172 -0.549 -3.221
O -0.801 1.085 -2.252
H -1.271 -0.887 -0.330
H 0.471 -0.538 -0.187
H -0.044 -2.008 -0.850
H -0.121 -0.044 -4.021
H 0.638 -1.346 -3.337
C 1.283 0.383 1.907
C -0.171 0.192 2.111
N -1.034 1.149 1.779
O -0.614 -0.641 2.876
H 1.932 -0.516 2.161
H 1.551 1.201 2.455
H 1.715 0.683 0.905
H -2.033 1.057 1.974
H -0.929 1.738 0.951

Atomic partial charges in e from the Löwdin method, atoms 1 to 2: 0.00 -0.56

***

No. 8
C15H9Cl2NOSTc | wB97M-V/def2-TZVPD

- ⟨S²⟩ = 1.078
- LUMO (spin up / spin down) (eV) = -9.62 / -10.44
- spin multiplicity = 2
- net charge = +2

Element x y z (Å)
Tc 0.188 0.827 -1.596
Cl -1.928 2.081 -1.599
C -1.965 2.751 0.046
C -3.053 3.491 0.404
C -3.065 4.017 1.707
C -2.024 3.791 2.585
C -0.929 3.031 2.189
Cl 0.346 2.754 3.287
C -0.876 2.486 0.886
S 0.495 1.567 0.394
H -3.870 3.674 -0.278
H -3.911 4.613 2.020
H -2.046 4.200 3.585
C -0.823 -0.973 -1.311
C 0.261 -1.850 -0.962
C 1.007 -2.503 -1.984
C 2.043 -3.338 -1.665
C 2.374 -3.540 -0.312
C 1.638 -2.920 0.718
C 0.598 -2.092 0.399
C 3.466 -4.394 0.018
N 4.353 -5.079 0.275
H -1.662 -0.854 -0.631
H -1.149 -1.045 -2.364
H 0.727 -2.352 -3.020
H 2.608 -3.856 -2.428
H 1.901 -3.122 1.748
H 0.009 -1.623 1.177
O 3.184 -0.024 -1.656
C 2.102 0.281 -1.631

Atomic partial charges in e from the Löwdin method, atoms 1 to 2: 0.80 0.78

***

No. 9
C6H12NO | wB97M-V/def2-TZVPD

- LUMO (eV) = 4.20
- net charge = -1

Element x y z (Å)
C 0.967 1.271 -0.853
N 1.845 0.147 -0.667
C 2.339 0.113 0.725
O 1.305 -0.001 1.602
C -0.518 0.841 -0.637
C -0.821 -0.051 0.498
C -1.446 -1.337 0.099
C -2.705 -1.694 0.381
H 1.186 1.804 -1.829
H 1.227 2.171 -0.260
H 1.312 -0.678 -0.925
H 3.031 -0.733 0.634
H 2.830 1.077 0.874
H -1.161 1.745 -0.594
H -0.815 0.514 -1.619
H 0.329 -0.186 0.949
H -1.284 0.401 1.401
H -0.901 -1.794 -0.721
H -3.404 -1.142 1.011
H -3.317 -2.468 -0.071

Atomic partial charges in e from the Löwdin method, atoms 1 to 2: -0.27 -0.09

***

No. 10
C9H8N2 | wB97M-V/def2-TZVPD

- LUMO (eV) = 0.42

Element x y z (Å)
C -3.131 -0.050 -0.012
C -2.385 -1.296 0.030
C -1.061 -1.249 0.081
C -0.303 -0.079 -0.024
C -1.023 1.161 -0.102
C -2.373 1.150 -0.080
C 1.117 -0.170 0.011
C 3.216 0.544 0.056
C 3.155 -0.777 -0.140
H -4.115 -0.061 -0.174
H -3.120 -2.132 0.278
H -0.450 -2.441 0.235
H -0.426 2.231 -0.194
H -2.702 1.944 -0.179
H 1.624 1.923 0.294
H 4.179 1.040 0.091
H 3.998 -1.544 -0.151
N 1.909 1.039 0.137
N 1.892 -1.231 -0.159

Atomic partial charges in e from the Löwdin method, atoms 1 to 2: -0.01 -0.11